[1]
Formula: C24H36O2
Source: the OMol25 dataset
Level of theory: wB97M-V/def2-TZVPD

Atoms and positions in Å:
C: 2.15523 2.37239 3.62563
C: 1.91695 0.97336 4.19179
C: 3.04230 0.04810 3.84390
C: 2.96828 -1.16773 3.32361
C: 1.73653 -1.93526 2.95988
C: 1.63231 -3.21933 3.73525
C: 0.78563 -4.19586 3.44768
C: -0.17021 -4.16745 2.28635
C: 0.53713 -4.60625 1.03615
C: 0.59895 -3.97918 -0.12818
C: -0.03419 -2.67133 -0.50629
C: 0.98726 -1.77091 -1.13824
C: 1.35023 -0.55557 -0.75870
C: 0.80878 0.25702 0.38161
C: 0.36794 1.60263 -0.11875
C: -0.87346 1.96915 -0.40107
C: -2.10100 1.10675 -0.29380
C: -2.29714 0.38895 -1.59883
C: -3.14424 0.70321 -2.56677
C: -4.10426 1.85242 -2.59424
C: -3.76802 2.79712 -3.76184
C: -2.34966 3.28784 -3.58338
O: -1.99959 4.08847 -2.75597
O: -1.53299 2.69219 -4.45355
C: -0.13085 2.94828 -4.35688
C: 0.59640 1.70453 -3.86931
H: 3.08759 2.78504 4.00553
H: 2.21164 2.34111 2.53984
H: 1.34333 3.03964 3.90566
H: 0.96393 0.59240 3.82416
H: 1.84840 1.04147 5.28259
H: 4.02246 0.45769 4.05866
H: 3.88873 -1.70720 3.13449
H: 0.83922 -1.33852 3.14097
H: 1.77064 -2.17141 1.89176
H: 2.29502 -3.31445 4.58474
H: 0.77977 -5.09494 4.04848
H: -0.99470 -4.85931 2.48117
H: -0.58828 -3.16797 2.16838
H: 1.05377 -5.55263 1.14036
H: 1.16093 -4.43966 -0.93215
H: -0.50505 -2.19950 0.35288
H: -0.81667 -2.87824 -1.24775
H: 1.48169 -2.20965 -1.99713
H: 2.12098 -0.04837 -1.32663
H: 1.61124 0.39575 1.11258
H: -0.01468 -0.25935 0.87045
H: 1.16989 2.31213 -0.28095
H: -1.05518 2.95997 -0.79479
H: -2.96109 1.73170 -0.05570
H: -1.98531 0.36673 0.50053
H: -1.62593 -0.44742 -1.74426
H: -3.15165 0.10051 -3.46691
H: -5.12264 1.47824 -2.73172
H: -4.06571 2.42022 -1.66575
H: -4.44548 3.65137 -3.74947
H: -3.84661 2.27188 -4.71322
H: 0.02614 3.78641 -3.67048
H: 0.20141 3.22746 -5.36089
H: 0.25153 1.43457 -2.87382
H: 1.66471 1.89867 -3.83542
H: 0.40763 0.87213 -4.54223

The SMILES is CC/C=C\C/C=C\C/C=C\C/C=C\C/C=C\C/C=C\CCC(=O)OCC. The energy above the lowest of the compared OMol25 structures with the same formula, charge and spin comes out at 22.7 kJ/mol.



[2]
Formula: C21H26ClF24NO4P
Source: the OMol25 dataset
Level of theory: wB97M-V/def2-TZVPD

Atoms and positions in Å:
C: 0.08349 -2.40158 -3.72793
C: 0.50029 -3.20248 -2.48103
P: 0.69302 -5.07232 -2.79872
C: 2.60810 -5.05969 -2.97091
C: 3.17806 -6.30949 -2.38340
N: 4.32604 -6.78989 -2.68543
C: -1.31921 -5.30033 -2.61419
C: -1.72135 -5.47379 -1.23597
O: -1.61405 -6.45638 -0.56424
Cl: -2.40017 -3.99717 -0.36646
H: 0.64113 -2.74348 -4.60513
H: 0.33567 -1.34479 -3.58984
H: -0.98852 -2.45883 -3.92168
H: -0.24148 -3.04527 -1.69422
H: 1.43576 -2.77419 -2.10561
H: 0.82098 -5.36071 -1.36749
H: 0.74431 -6.53061 -3.05246
H: 0.50952 -4.86190 -4.24133
H: 3.06990 -4.22070 -2.43793
H: 2.90855 -4.98551 -4.02055
H: 2.54302 -6.82656 -1.65182
H: 4.49192 -7.64268 -2.15252
H: -1.54173 -6.25762 -3.09064
H: -1.85199 -4.50357 -3.13045
C: 2.79203 -2.96705 3.66952
C: 1.83526 -2.83629 2.47662
C: 1.78907 -3.98260 1.46317
F: 2.99390 -4.12316 0.87061
F: 0.86910 -3.70701 0.52986
F: 2.05214 -1.66037 1.84386
F: 0.58357 -2.78914 3.02018
O: 4.02252 -2.26849 3.59121
C: 5.16552 -2.82873 3.10359
C: 5.71098 -2.03254 1.91066
F: 4.81652 -2.01099 0.90812
F: 6.84210 -2.62884 1.47525
F: 5.03152 -4.12875 2.81435
F: 6.11059 -2.72958 4.07589
H: 2.26984 -2.47977 4.49156
H: 2.93195 -4.01114 3.94897
H: 1.52045 -4.91945 1.96034
H: 5.93381 -1.00984 2.22151
C: 0.38375 1.18843 0.29595
C: -0.14607 1.15838 -1.14366
C: 0.80104 1.60437 -2.25990
F: 1.15443 2.90000 -2.10434
F: 0.16512 1.48660 -3.44562
F: -1.31101 1.84199 -1.22870
F: -0.39146 -0.15110 -1.40463
O: 0.00493 2.29396 1.10419
C: 0.75118 3.42109 1.23208
C: -0.03702 4.65621 0.78872
F: -0.38275 4.55980 -0.51113
F: 0.73702 5.75919 0.93590
F: 1.94042 3.34658 0.61130
F: 1.00289 3.59951 2.55557
H: -0.09579 0.33771 0.77311
H: 1.45686 1.00681 0.33089
H: 1.69801 0.98011 -2.27133
H: -0.94226 4.77194 1.37986
C: -5.76029 5.72327 1.52469
C: -6.49929 6.92791 0.92551
C: -6.10425 7.38052 -0.48358
F: -4.82848 7.80744 -0.51021
F: -6.90338 8.41150 -0.84142
F: -6.45897 7.97623 1.77257
F: -7.80315 6.53463 0.80528
O: -4.72057 5.99618 2.44466
C: -3.41527 6.12639 2.06667
C: -2.84410 7.49361 2.45203
F: -3.53839 8.47482 1.84887
F: -1.56077 7.54831 2.03785
F: -3.23079 5.85561 0.76179
F: -2.70422 5.19971 2.76118
H: -6.51371 5.21474 2.12398
H: -5.44411 5.02638 0.74860
H: -6.23393 6.56612 -1.20069
H: -2.88933 7.62496 3.53463

As for the total charge: -1. Its total energy is -118908.551 eV.



[3]
Formula: C27H72BN6O21
Source: the OMol25 dataset
Level of theory: wB97M-V/def2-TZVPD

Atoms and positions in Å:
O: -0.56277 -2.00262 -1.97676
C: -0.74239 -0.97105 -1.28284
O: -0.51893 0.24909 -1.55630
B: -0.42081 1.14964 -0.39258
O: -0.83330 0.22069 0.71306
C: -0.92284 -1.01739 0.26223
O: -1.15074 -1.99161 0.93427
O: -1.20997 2.40752 -0.65733
C: -0.45965 3.49302 -0.57455
O: -0.87134 4.63393 -0.69532
C: 1.01927 2.97560 -0.25536
O: 0.98780 1.60127 -0.10859
O: 2.02224 3.69375 -0.18598
C: 3.49313 0.75027 -2.16350
O: 4.17966 1.26514 -1.07662
H: 2.66871 1.41586 -2.41927
H: 4.15042 0.76703 -3.03286
H: 3.01112 -0.14286 -1.76591
H: 3.61807 1.90809 -0.63751
C: 5.44672 4.85127 0.04892
O: 5.93352 5.24322 -1.13575
H: 4.39470 5.12570 0.12655
H: 5.36323 3.76448 0.04386
H: 5.92515 5.17172 0.97441
H: 5.71896 6.17304 -1.24064
C: 1.32502 5.44381 -3.51268
O: -0.04785 5.60198 -3.75166
H: 1.97877 6.31518 -3.55043
H: 1.24070 5.07823 -2.48928
H: 1.75505 4.66889 -4.14724
H: -0.49831 5.96854 -2.98725
C: -3.35376 1.81478 2.81414
O: -3.80216 3.15538 2.76981
H: -3.75547 1.19648 2.01137
H: -2.27102 1.79974 2.68938
H: -3.67078 1.33362 3.73939
H: -4.72466 2.98592 2.97444
C: -4.41858 2.27105 -2.08254
O: -5.29066 1.66787 -3.04854
H: -4.79566 3.17565 -1.60546
H: -4.16838 1.58090 -1.27682
H: -3.43196 2.47288 -2.49960
H: -5.40456 0.73546 -2.85044
C: -0.79222 -4.55646 -5.32880
O: -1.69113 -4.91517 -4.60726
N: -0.25524 -5.19209 -6.30161
N: -0.13368 -3.48612 -5.13966
H: 0.49955 -4.84106 -6.87359
H: -0.66674 -6.05788 -6.61969
H: 0.75208 -3.33539 -5.60097
H: -0.57101 -2.79071 -4.55207
C: 1.48911 7.84969 0.39662
O: 1.06076 9.01305 0.58265
N: 0.67556 6.83439 0.60767
N: 2.40578 7.41034 -0.36270
H: -0.22180 7.02315 1.03100
H: 1.07795 5.90915 0.65358
H: 2.28303 6.43048 -0.57461
H: 3.22224 7.94339 -0.62604
C: -2.37672 -5.54676 0.59650
O: -2.53455 -5.67182 1.79613
N: -2.46332 -4.41870 -0.07681
N: -2.22099 -6.56529 -0.19027
H: -2.22085 -4.35322 -1.05508
H: -2.64536 -3.58152 0.45807
H: -2.09959 -7.48037 0.21959
H: -2.27822 -6.46606 -1.19375
C: 2.04051 -2.67522 2.96833
C: 3.21507 -1.73391 2.72173
C: 3.00403 -0.18358 2.82228
O: 4.21782 -2.10859 3.59874
H: 2.27160 -3.57055 2.39120
H: 1.04603 -2.31275 2.70809
H: 2.01631 -2.82152 4.04819
H: 3.58311 -1.91450 1.71176
H: 2.55462 0.29769 1.95365
H: 3.88925 0.36539 3.14340
H: 2.22269 -0.00613 3.56127
H: 4.58475 -2.93864 3.28575
C: -1.10466 -0.97689 4.85035
C: -2.37485 -1.73323 4.60637
C: -2.19147 -3.24005 4.20772
O: -3.09968 -1.59326 5.78387
H: -1.37717 -0.03798 5.33231
H: -0.66679 -0.72048 3.88566
H: -0.38806 -1.52499 5.46204
H: -2.91384 -1.20837 3.81763
H: -3.13962 -3.63378 3.84156
H: -1.82123 -3.86784 5.01822
H: -1.53467 -3.35938 3.34604
H: -2.41948 -1.73060 6.44723
C: -4.32420 -3.28017 -2.72177
C: -3.98905 -1.85014 -2.30349
C: -3.25965 -1.05849 -3.40268
O: -5.20503 -1.20184 -1.97379
H: -4.93476 -3.21003 -3.62199
H: -4.91323 -3.69629 -1.90447
H: -3.37036 -3.72376 -3.00729
H: -3.60437 -1.81712 -1.28416
H: -3.91163 -0.80675 -4.23912
H: -2.45651 -1.69007 -3.78238
H: -2.84370 -0.21492 -2.85179
H: -5.51740 -1.45093 -1.10087
C: 0.45618 4.53313 4.74037
C: 1.69745 3.74116 4.54039
C: 1.88324 3.53955 3.00214
O: 2.64076 4.53261 5.20651
H: 0.37031 5.40147 4.08714
H: 0.34872 4.77398 5.79798
H: -0.45591 3.93983 4.67576
H: 1.65102 2.73095 4.94709
H: 1.09923 2.82598 2.74868
H: 2.85166 3.14537 2.69410
H: 1.77385 4.41717 2.36503
H: 2.35187 5.44092 5.09198
C: 1.41079 -5.36261 -1.39941
C: 1.48252 -6.11324 -2.76730
C: 2.37925 -5.46814 -3.82438
O: 2.06274 -7.31881 -2.43945
H: 2.43197 -5.00461 -1.26853
H: 1.07601 -5.89109 -0.50680
H: 0.80293 -4.45906 -1.44637
H: 0.47376 -6.27866 -3.14564
H: 2.07399 -5.96869 -4.74327
H: 3.46204 -5.58770 -3.78721
H: 2.19766 -4.39678 -3.90998
H: 2.99378 -7.09880 -2.35974

As for the total charge: -1. Its total energy is -81785.696 eV.